## w
{"formula": "C3H5PS", "method": "the ωB97M-V functional and the def2-TZVPD basis", "species": ["C", "C", "C", "P", "S", "H", "H", "H", "H", "H"], "coordinates": [[2.21, -0.55, -0.12], [-1.13, 1.31, -0.04], [1.33, 0.45, -0.05], [-2.58, 0.53, -0.07], [-2.19, -1.51, -0.08], [3.21, -0.59, 0.21], [1.80, -1.51, 0.02], [-0.78, 2.26, -0.08], [1.73, 1.41, 0.05], [-3.60, -1.80, 0.15]], "spin_multiplicity": 1, "homo_energy_ha": -0.3178, "gap_ev": 7.46}

***

## x
{"formula": "C3H5PS", "method": "the ωB97M-V functional and the def2-TZVPD basis", "species": ["C", "C", "C", "P", "S", "H", "H", "H", "H", "H"], "coordinates": [[0.20, 1.27, 0.35], [1.08, 0.64, 1.38], [0.28, -0.19, 0.47], [0.25, -1.07, -1.22], [-1.72, -1.71, -0.93], [-0.67, 1.77, 0.52], [0.82, 1.59, -0.50], [2.15, 0.74, 1.26], [-0.62, -0.60, 0.84], [-1.78, -2.45, -2.17]], "spin_multiplicity": 1, "homo_energy_ha": [-0.2765, -0.3341], "gap_ev": [6.81, 8.43]}

***

Verdict on stability: x comes out on top.

***

## w
{"formula": "C2H4NO2", "method": "the ωB97M-V functional and the def2-TZVPD basis", "species": ["O", "C", "N", "C", "O", "H", "H", "H", "H"], "coordinates": [[-2.17, 0.26, -1.03], [-0.94, 0.10, -1.24], [-0.18, -0.97, -1.13], [1.31, 0.16, 1.18], [2.00, 0.43, 2.14], [-0.32, 0.98, -1.53], [-0.73, -1.76, -0.77], [1.37, 0.79, 0.28], [0.65, -0.71, 1.22]], "charge": -1, "spin_multiplicity": 1, "homo_energy_ha": -0.1292, "gap_ev": 7.60}

***

## x
{"formula": "C2H4NO2", "method": "the ωB97M-V functional and the def2-TZVPD basis", "species": ["O", "C", "O", "H", "C", "N", "H", "H", "H"], "coordinates": [[-0.65, 0.19, -1.75], [-0.02, 1.27, -1.80], [0.78, 1.73, -0.96], [-0.22, 1.87, -2.72], [-0.06, -0.79, 1.11], [0.62, -1.06, 2.16], [0.36, -0.11, 0.38], [-1.06, -1.20, 0.94], [0.25, -1.89, 2.64]], "charge": -1, "spin_multiplicity": 1, "homo_energy_ha": -0.1500, "gap_ev": 8.47}

***

## y
{"formula": "C2H4NO2", "method": "the ωB97M-V functional and the def2-TZVPD basis", "species": ["C", "C", "N", "O", "O", "H", "H", "H", "H"], "coordinates": [[0.65, -0.05, -0.90], [0.00, 0.23, 1.22], [-0.36, 0.09, -1.74], [-0.66, 1.33, -2.06], [-0.53, -0.76, 1.72], [1.38, 0.65, -0.66], [1.03, -1.10, -0.95], [1.00, 0.65, 1.35], [-0.65, 1.13, 0.92]], "charge": -1, "spin_multiplicity": 1, "homo_energy_ha": [-0.1155, -0.1155], "gap_ev": [7.48, 7.48]}

***

Verdict on stability: x comes out on top.

***

## w
{"formula": "C2H4NO2", "method": "the ωB97M-V functional and the def2-TZVPD basis", "species": ["C", "C", "N", "O", "O", "H", "H", "H", "H"], "coordinates": [[0.17, 0.62, -0.46], [-0.67, -0.51, -0.68], [0.83, -2.13, 0.91], [2.02, -2.30, 0.67], [-1.21, 0.76, -0.16], [0.83, 0.70, 0.54], [0.49, 1.19, -1.38], [-1.04, -0.59, -1.71], [0.74, -1.41, 1.76]], "charge": -1, "spin_multiplicity": 1, "homo_energy_ha": [-0.0485, -0.0804], "gap_ev": [5.97, 6.85]}

***

## x
{"formula": "C2H4NO2", "method": "the ωB97M-V functional and the def2-TZVPD basis", "species": ["O", "C", "N", "C", "O", "H", "H", "H", "H"], "coordinates": [[-0.83, -0.49, 0.89], [-0.66, -1.15, -0.16], [0.47, -1.62, -0.69], [0.62, 1.82, 0.48], [0.55, 2.64, 1.36], [-1.56, -1.52, -0.67], [0.21, -2.40, -1.29], [0.18, 1.89, -0.54], [1.03, 0.82, 0.62]], "charge": -1, "spin_multiplicity": 1, "homo_energy_ha": -0.1279, "gap_ev": 7.84}

***

## y
{"formula": "C2H4NO2", "method": "the ωB97M-V functional and the def2-TZVPD basis", "species": ["C", "N", "O", "C", "O", "H", "H", "H", "H"], "coordinates": [[0.46, -0.50, 0.12], [0.19, 0.87, -0.01], [1.25, 1.68, 0.18], [-1.04, 1.27, -0.08], [-2.08, 0.57, -0.23], [1.09, -0.86, -0.57], [-0.65, -0.96, -0.03], [0.84, -0.64, 1.14], [-1.05, 2.33, -0.05]], "charge": -1, "spin_multiplicity": 1, "smiles": "CN([O-])C=O", "homo_energy_ha": -0.0789, "gap_ev": 6.64}

***

Verdict on stability: x comes out on top.

***

## w
{"formula": "C5H10O", "method": "the ωB97M-V functional and the def2-TZVPD basis", "species": ["C", "C", "C", "C", "C", "H", "H", "H", "H", "H", "H", "H", "H", "H", "H", "O"], "coordinates": [[2.61, 0.93, -0.25], [1.36, 0.10, -0.05], [0.17, 0.62, 0.29], [-0.82, -0.33, 0.83], [-1.27, -0.29, 2.09], [3.45, 0.44, 0.25], [2.42, 1.95, 0.09], [2.90, 1.09, -1.29], [1.62, -0.95, -0.19], [0.05, 1.66, 0.01], [-1.24, -1.01, 0.10], [-1.98, -1.01, 2.49], [-1.03, 0.50, 2.80], [-2.32, -0.38, -2.73], [-1.74, -1.81, -1.93], [-1.78, -0.83, -2.07]], "charge": -1, "spin_multiplicity": 2, "homo_energy_ha": [0.0637, -0.1453], "gap_ev": [2.10, 8.06]}

***

## x
{"formula": "C5H10O", "method": "the ωB97M-V functional and the def2-TZVPD basis", "species": ["C", "C", "C", "C", "C", "H", "H", "H", "H", "H", "H", "H", "H", "H", "H", "O"], "coordinates": [[2.82, 0.71, 0.70], [1.48, 1.12, 0.26], [0.97, 2.38, 0.07], [1.03, -0.84, -1.19], [0.61, -0.06, -0.14], [2.72, 0.36, 1.76], [3.42, 1.67, 0.82], [3.28, -0.09, 0.06], [1.49, 3.37, 0.34], [-0.10, 2.45, 0.03], [1.80, -0.68, -1.83], [0.36, -1.51, -1.62], [-0.34, -0.12, 0.39], [-5.81, -3.12, -0.07], [-7.01, -2.54, 0.55], [-6.72, -3.10, -0.13]], "charge": -1, "spin_multiplicity": 2, "homo_energy_ha": [0.0407, -0.1447], "gap_ev": [2.17, 7.35]}

***

## y
{"formula": "C5H10O", "method": "the ωB97M-V functional and the def2-TZVPD basis", "species": ["O", "C", "C", "C", "C", "C", "H", "H", "H", "H", "H", "H", "H", "H", "H", "H"], "coordinates": [[0.80, 2.03, -1.83], [1.48, 1.09, -1.27], [0.82, -0.28, -0.99], [0.64, -0.80, 0.48], [-0.82, -0.79, 0.94], [-1.54, 0.52, 0.68], [2.45, 1.36, -0.79], [-0.16, -0.12, -1.43], [1.49, -0.96, -1.54], [1.10, -1.79, 0.38], [1.25, -0.23, 1.19], [-1.34, -1.56, 0.35], [-0.91, -1.09, 1.98], [-1.41, 0.95, -0.32], [-2.62, 0.38, 0.82], [-1.21, 1.31, 1.37]], "charge": -1, "spin_multiplicity": 2, "homo_energy_ha": [0.0250, -0.1029], "gap_ev": [3.51, 6.93]}

***

Verdict on stability: y comes out on top.

***

## w
{"formula": "C6H4O", "method": "the ωB97M-V functional and the def2-TZVPD basis", "species": ["C", "C", "C", "C", "C", "C", "O", "H", "H", "H", "H"], "coordinates": [[3.69, -0.56, 0.11], [2.53, -0.24, 0.23], [1.20, 0.11, 0.36], [0.03, 0.39, 0.45], [-1.34, 0.76, 0.15], [-2.20, -0.28, -0.43], [-2.43, 0.22, 0.88], [4.71, -0.86, 0.04], [-1.46, 1.80, -0.13], [-1.84, -1.31, -0.44], [-2.89, -0.01, -1.22]], "spin_multiplicity": 1, "smiles": "C#CC#C[C@H]1CO1", "homo_energy_ha": -0.3467, "gap_ev": 10.18}

***

## x
{"formula": "C6H4O", "method": "the ωB97M-V functional and the def2-TZVPD basis", "species": ["O", "C", "C", "C", "C", "C", "C", "H", "H", "H", "H"], "coordinates": [[2.94, 0.08, -0.19], [1.61, 0.03, -0.06], [0.54, -0.73, -0.04], [-0.75, -1.24, 0.01], [-1.60, -0.15, -0.04], [-0.96, 1.05, 0.01], [0.42, 0.82, -0.04], [3.17, 0.82, 0.33], [-1.13, -2.21, 0.07], [-2.72, -0.39, -0.07], [-1.53, 1.93, 0.02]], "spin_multiplicity": 1, "smiles": "Oc1c2cccc1-2", "homo_energy_ha": -0.3193, "gap_ev": 9.37}

***

Verdict on stability: x comes out on top.

***

## w
{"formula": "CHClFNO2", "method": "the ωB97M-V functional and the def2-TZVPD basis", "species": ["C", "N", "O", "O", "F", "Cl", "H"], "coordinates": [[0.27, 0.46, -0.20], [0.09, -0.91, 0.26], [0.09, -0.96, 1.48], [0.02, -1.84, -0.52], [0.22, 0.40, -1.51], [-1.65, 1.73, 0.31], [0.96, 1.11, 0.18]], "spin_multiplicity": 1, "homo_energy_ha": -0.4214, "gap_ev": 8.67}

***

## x
{"formula": "CHClFNO2", "method": "the ωB97M-V functional and the def2-TZVPD basis", "species": ["C", "N", "O", "O", "F", "Cl", "H"], "coordinates": [[-0.23, -0.41, -0.50], [2.42, -0.76, -0.26], [2.94, 0.33, -0.33], [2.75, -1.84, 0.12], [-0.25, -0.56, -1.80], [-0.44, -1.90, 0.47], [0.16, 0.56, -0.17]], "spin_multiplicity": 1, "homo_energy_ha": [-0.3855, -0.3171], "gap_ev": [10.31, 6.88]}

***

Verdict on stability: w comes out on top.

***

## w
{"formula": "C8H18O", "method": "the ωB97M-V functional and the def2-TZVPD basis", "species": ["C", "C", "C", "C", "C", "C", "C", "C", "O", "H", "H", "H", "H", "H", "H", "H", "H", "H", "H", "H", "H", "H", "H", "H", "H", "H", "H"], "coordinates": [[-0.10, -1.66, -1.79], [-0.34, 0.02, -0.71], [0.59, 1.26, 1.48], [0.62, -0.32, 0.28], [1.28, -2.06, -2.25], [-1.80, 0.10, -0.36], [-0.38, 1.03, 2.61], [0.44, 2.61, 0.82], [-0.76, -2.71, -1.12], [-0.16, -3.09, -0.46], [-0.72, -1.38, -2.64], [-0.02, 0.81, -1.40], [1.62, 1.14, 1.84], [0.36, -1.14, 0.95], [1.66, -0.31, -0.04], [1.76, -1.25, -2.81], [1.93, -2.34, -1.41], [1.24, -2.95, -2.90], [-2.07, 1.11, -0.04], [-2.41, -0.15, -1.23], [-2.06, -0.59, 0.44], [-0.24, 0.04, 3.07], [1.14, 2.73, -0.02], [-1.42, 1.11, 2.29], [-0.24, 1.77, 3.42], [0.64, 3.43, 1.52], [-0.57, 2.77, 0.44]], "spin_multiplicity": 1, "homo_energy_ha": -0.2787, "gap_ev": 8.54}

***

## x
{"formula": "C8H18O", "method": "the ωB97M-V functional and the def2-TZVPD basis", "species": ["C", "C", "C", "C", "O", "H", "H", "H", "H", "H", "H", "H", "H", "C", "C", "C", "C", "H", "H", "H", "H", "H", "H", "H", "H", "H", "H"], "coordinates": [[-0.07, 1.03, 1.28], [-0.36, 1.22, 2.78], [0.05, 2.38, 0.57], [-1.17, 0.13, 0.71], [-1.27, -1.06, 1.12], [0.88, 0.49, 1.20], [-2.11, 0.65, 0.51], [-1.31, 1.76, 2.93], [0.75, 3.03, 1.09], [0.38, 2.27, -0.46], [0.43, 1.80, 3.26], [-0.44, 0.26, 3.28], [-0.92, 2.89, 0.56], [1.02, -1.24, -1.07], [-0.93, 0.19, -1.48], [0.79, -2.17, -0.03], [1.00, -1.67, -2.49], [1.57, -0.33, -0.84], [-0.22, -1.80, 0.53], [0.19, -2.37, -2.68], [0.93, -0.84, -3.20], [-1.63, 1.01, -1.35], [-1.45, -0.68, -1.86], [-0.16, 0.54, -2.15], [0.61, -3.19, -0.35], [1.48, -2.10, 0.82], [1.94, -2.20, -2.69]], "spin_multiplicity": 1, "homo_energy_ha": [-0.2979, -0.2979], "gap_ev": [8.23, 8.23]}

***

Verdict on stability: w comes out on top.

***

## w
{"formula": "C4H2N2O", "method": "the ωB97M-V functional and the def2-TZVPD basis", "species": ["C", "C", "C", "C", "H", "H", "N", "N", "O"], "coordinates": [[-0.50, -1.93, 0.29], [0.00, -0.54, 0.05], [0.23, 0.05, -1.05], [0.12, 1.40, 0.60], [0.53, -0.01, -2.01], [0.11, 2.37, 0.92], [-0.84, -2.96, 0.61], [0.04, 0.27, 1.24], [0.29, 1.34, -0.64]], "spin_multiplicity": 1, "homo_energy_ha": -0.3943, "gap_ev": 11.36}

***

## x
{"formula": "C4H2N2O", "method": "the ωB97M-V functional and the def2-TZVPD basis", "species": ["N", "C", "O", "C", "C", "C", "N", "H", "H"], "coordinates": [[0.68, -0.30, -1.23], [0.11, 0.78, -0.65], [0.08, 1.90, -1.12], [-0.53, 0.55, 0.69], [-1.23, 0.88, 1.73], [-0.53, -0.66, 1.57], [-0.31, -1.74, 1.97], [0.65, -1.23, -0.82], [1.09, -0.18, -2.14]], "spin_multiplicity": 1, "homo_energy_ha": -0.4130, "gap_ev": 9.96}

***

Verdict on stability: w comes out on top.